Record 1
{"formula": "C38H40N6OReS2", "method": "wB97M-V/def2-TZVPD", "species": ["Re", "C", "C", "C", "N", "C", "C", "C", "C", "C", "C", "C", "N", "C", "C", "C", "N", "C", "C", "C", "C", "C", "C", "C", "N", "C", "C", "H", "H", "H", "H", "H", "H", "H", "H", "H", "H", "H", "H", "H", "H", "H", "H", "H", "H", "H", "H", "H", "H", "H", "H", "H", "H", "C", "C", "N", "N", "C", "S", "S", "C", "C", "C", "C", "C", "C", "C", "C", "C", "C", "C", "C", "C", "O", "H", "H", "H", "H", "H", "H", "H", "H", "H", "H", "H", "H", "H", "H"], "coordinates": [[0.0440, 0.4490, -0.1774], [0.7218, 4.0613, -2.7295], [0.4608, 4.3861, -1.2514], [1.4343, 3.7723, -0.2505], [1.4031, 2.3389, 0.1375], [2.4967, 1.9646, 0.7363], [3.5733, 2.8490, 1.1095], [4.9033, 2.5769, 1.2490], [5.5750, 1.3453, 1.1801], [4.9804, 0.1221, 1.3054], [3.6216, -0.1793, 1.4844], [2.5066, 0.5955, 1.2611], [1.2384, 0.1610, 1.4792], [1.0022, -0.7697, 2.5508], [-0.4941, -0.8300, 2.8279], [-1.2417, 0.4959, 2.6412], [-1.6309, 0.6910, 1.2244], [-2.8206, 1.1807, 1.0289], [-3.4959, 1.8891, 2.1230], [-4.7858, 1.8986, 2.5076], [-5.8766, 1.2350, 1.8840], [-5.8848, 0.8199, 0.6019], [-4.8609, 0.9724, -0.3800], [-3.5202, 1.1564, -0.2711], [-2.7990, 1.1659, -1.5109], [-0.8057, 2.0165, -3.1401], [0.6081, 2.5976, -3.1613], [1.7336, 4.4025, -2.9648], [0.0483, 4.6688, -3.3439], [-0.5701, 4.2102, -0.9627], [0.6044, 5.4655, -1.1458], [1.3190, 4.3468, 0.6764], [2.4329, 4.0028, -0.6327], [3.2924, 3.8805, 1.2654], [5.5349, 3.4385, 1.4443], [6.6559, 1.3804, 1.1172], [5.6437, -0.7362, 1.3176], [3.4095, -1.2094, 1.7461], [1.5224, -0.4011, 3.4442], [1.3809, -1.7823, 2.3584], [-0.6489, -1.1772, 3.8526], [-0.9704, -1.5592, 2.1796], [-0.6464, 1.3455, 2.9891], [-2.1426, 0.4408, 3.2527], [-2.8132, 2.4651, 2.7401], [-5.0132, 2.4633, 3.4060], [-6.7907, 1.1348, 2.4575], [-6.8079, 0.3963, 0.2248], [-5.2028, 0.8565, -1.4017], [-1.5429, 2.6231, -3.6711], [-0.8039, 1.0004, -3.5355], [0.9793, 2.5055, -4.1837], [1.2500, 1.9642, -2.5440], [-0.8368, -2.7456, 0.0961], [-0.1063, -1.6568, -0.6551], [-0.9202, -0.7714, -1.3544], [-1.9478, -0.9734, -2.1582], [-2.8361, -0.0550, -2.2651], [-1.2789, 1.9481, -1.4040], [-4.1032, -0.2044, -3.4972], [-4.4600, -1.9758, -3.2733], [-5.2200, -2.2224, -1.9994], [-6.5631, -1.8627, -1.8914], [-7.2662, -2.1005, -0.7195], [-6.6255, -2.6816, 0.3701], [-5.2855, -3.0264, 0.2762], [-4.5877, -2.8053, -0.9065], [1.1570, -2.0827, -1.3510], [1.4844, -3.3927, -1.6781], [2.6615, -3.6858, -2.3549], [3.5163, -2.6497, -2.7092], [3.2074, -1.3363, -2.3866], [2.0298, -1.0410, -1.6928], [1.7332, 0.2108, -1.3463], [-1.7273, -2.3389, 0.5796], [-1.1705, -3.5228, -0.6032], [-0.1980, -3.2250, 0.8403], [-5.0232, -2.2778, -4.1560], [-3.5072, -2.4975, -3.2764], [-7.0572, -1.3996, -2.7398], [-8.3143, -1.8342, -0.6552], [-7.1720, -2.8659, 1.2868], [-4.7806, -3.4778, 1.1216], [-3.5413, -3.0760, -0.9853], [0.8135, -4.1994, -1.4037], [2.9082, -4.7100, -2.6049], [4.4373, -2.8688, -3.2372], [3.8732, -0.5200, -2.6440]], "charge": 0, "largest_force_ha_per_bohr": 0.0116, "relative_energy_kcal_mol": 56.9, "s_squared": 0.77, "multiplicity": 2}


Record 2
{"formula": "C32H28Cl4N3O6PRe", "method": "wB97M-V/def2-TZVPD", "species": ["Re", "O", "Cl", "O", "O", "O", "Cl", "C", "C", "C", "C", "C", "C", "P", "C", "C", "C", "C", "C", "C", "C", "C", "C", "C", "C", "C", "H", "H", "H", "H", "H", "H", "H", "H", "H", "H", "H", "H", "H", "H", "N", "N", "H", "H", "H", "H", "Cl", "C", "C", "C", "C", "C", "Cl", "C", "N", "C", "C", "C", "C", "C", "C", "C", "C", "O", "O", "H", "H", "H", "H", "H", "H", "H", "H", "H", "H"], "coordinates": [[1.3262, 1.2799, 0.7153], [4.0161, 0.3937, 2.9630], [3.6621, 1.5402, 2.2383], [4.3897, 2.6981, 2.5408], [2.1331, 1.8004, 2.5033], [3.6133, 1.2713, 0.7813], [0.9720, -0.8673, 1.8130], [-0.6775, -0.8651, 2.4842], [-1.0140, -1.9007, 3.3314], [-2.2896, -1.8898, 3.8780], [-3.1765, -0.8630, 3.5764], [-2.7981, 0.1602, 2.7223], [-1.5255, 0.1701, 2.1515], [-0.9722, 1.4719, 1.0104], [-1.5823, 3.0060, 1.7404], [-2.7532, 3.6260, 1.3114], [-3.1778, 4.7966, 1.9253], [-2.4412, 5.3467, 2.9643], [-1.2774, 4.7259, 3.4024], [-0.8471, 3.5576, 2.7935], [-1.8980, 1.1787, -0.5183], [-2.5665, -0.0200, -0.7471], [-3.1458, -0.2669, -1.9866], [-3.0559, 0.6772, -2.9980], [-2.3808, 1.8728, -2.7751], [-1.7968, 2.1223, -1.5440], [-0.3029, -2.6793, 3.5725], [-2.5843, -2.6803, 4.5546], [-4.1638, -0.8572, 4.0171], [-3.4879, 0.9650, 2.4987], [-3.3321, 3.2044, 0.4999], [-4.0866, 5.2783, 1.5907], [-2.7764, 6.2590, 3.4390], [-0.7104, 5.1488, 4.2208], [0.0532, 3.0680, 3.1507], [-2.6495, -0.7645, 0.0353], [-3.6818, -1.1922, -2.1535], [-3.5207, 0.4893, -3.9570], [-2.3170, 2.6142, -3.5608], [-1.2582, 3.0488, -1.3785], [0.8037, 4.1532, -0.3089], [1.8360, 3.1723, -0.1093], [1.2205, 4.9979, -0.6905], [0.4013, 4.3771, 0.5966], [2.6540, 3.5544, 0.3718], [2.1690, 2.8671, -1.0392], [3.4653, -2.9351, 0.0582], [1.9683, -3.7672, 0.2863], [1.8568, -4.7244, 1.2797], [0.6359, -5.3495, 1.4910], [-0.4778, -5.0178, 0.7337], [-0.3559, -4.0652, -0.2625], [-1.7211, -3.6253, -1.2240], [0.8688, -3.4488, -0.5095], [0.9664, -2.4756, -1.5400], [1.7521, -2.5687, -2.6121], [2.5079, -3.7543, -2.8583], [3.3443, -3.8115, -3.9328], [3.4553, -2.7050, -4.7930], [2.6970, -1.5468, -4.5774], [1.8362, -1.4509, -3.5154], [0.9953, -0.2216, -3.3029], [1.4942, 0.6320, -2.1460], [2.3542, 1.4701, -2.2807], [0.8700, 0.3771, -0.9974], [2.7215, -4.9706, 1.8799], [0.5521, -6.1066, 2.2590], [-1.4312, -5.4999, 0.8978], [0.4202, -1.6257, -1.4120], [2.3993, -4.5966, -2.1889], [3.9179, -4.7065, -4.1280], [4.1252, -2.7505, -5.6410], [2.7882, -0.7163, -5.2648], [-0.0531, -0.4799, -3.1286], [1.0447, 0.3943, -4.1979]], "charge": 2, "largest_force_ha_per_bohr": 0.0064, "relative_energy_kcal_mol": 0.0, "s_squared": 0.78, "multiplicity": 2}


Record 3
{"formula": "C3H39NO15S", "method": "wB97M-V/def2-TZVPD", "species": ["C", "C", "C", "S", "N", "H", "H", "H", "H", "H", "H", "H", "H", "H", "H", "H", "O", "H", "H", "O", "H", "H", "O", "H", "H", "O", "H", "H", "O", "H", "H", "O", "H", "H", "O", "H", "H", "O", "H", "H", "O", "H", "H", "O", "H", "H", "O", "H", "H", "O", "H", "H", "O", "H", "H", "O", "H", "H", "O"], "coordinates": [[-2.7965, 0.1864, -2.2276], [-2.1572, 0.5596, -0.7893], [-3.2533, 0.8458, 0.2859], [-3.6873, 2.6525, 0.2252], [-1.2212, -0.5542, -0.4987], [-3.8736, 0.5329, -2.1869], [-2.4632, 0.8695, -2.9633], [-2.6061, -0.8911, -2.5194], [-1.4760, 1.4772, -0.8317], [-3.0118, 0.5434, 1.3716], [-4.3800, 0.4653, 0.1708], [-2.8986, 3.3933, -0.5716], [-1.0328, -0.6933, 0.5175], [-1.6165, -1.4748, -0.7943], [2.2521, 1.2801, -2.5304], [2.4040, 1.7375, -4.0802], [2.2677, 1.9738, -3.2425], [3.9144, -0.7143, -0.3540], [3.6760, 0.7558, 0.4157], [3.3188, -0.0620, -0.1209], [1.2007, -1.1244, 3.1089], [0.4653, 0.1719, 2.8630], [0.5830, -0.5612, 3.4803], [2.9046, -3.6370, -0.3810], [2.0909, -2.5893, -1.3134], [2.2413, -3.4569, -0.9978], [1.7142, 0.1644, -1.0530], [0.1696, 0.3577, -1.6419], [1.0966, 0.3720, -1.7389], [4.1965, 2.3761, 1.8786], [4.0406, 2.8465, 0.4612], [4.4350, 2.1200, 0.9326], [2.1515, 4.3343, 0.1953], [1.6662, 3.2019, 1.1475], [2.4117, 3.7634, 0.9524], [2.1972, 1.3280, 1.7304], [1.4058, 0.3196, 0.7107], [1.3714, 1.0455, 1.3705], [-1.2955, -1.0250, 2.0929], [-1.0242, -1.0136, 3.5255], [-1.8225, -1.2750, 2.8750], [-0.7077, -3.3534, 0.7194], [-0.9716, -2.6898, 2.0893], [-0.4432, -2.6791, 1.2783], [1.0554, 3.1777, -1.7545], [0.6628, 4.5830, -2.3481], [0.7491, 4.1252, -1.5383], [-1.0413, -4.2678, -1.6388], [0.3698, -4.0680, -0.8847], [-0.6142, -4.2691, -0.7516], [0.6440, -1.9363, -3.6978], [-0.1320, -1.1312, -2.6285], [-0.1214, -2.0067, -3.0907], [2.1723, -3.3775, 2.7468], [1.0459, -2.5434, 1.8892], [1.9647, -2.4378, 2.3928], [-3.3919, -1.8938, 1.7382], [-4.2643, -2.3286, 0.4655], [-3.6160, -1.8116, 0.7750]], "charge": 0, "largest_force_ha_per_bohr": 0.1230, "relative_energy_kcal_mol": 43.3, "multiplicity": 1}


Record 4
{"formula": "C6H10O", "method": "wB97M-V/def2-TZVPD", "species": ["C", "C", "C", "C", "C", "C", "O", "H", "H", "H", "H", "H", "H", "H", "H", "H", "H"], "coordinates": [[-1.7737, -0.1186, 1.2172], [-1.7002, 0.6706, -0.0613], [-0.9937, -0.6471, 0.0510], [0.5085, -0.6868, 0.1314], [1.3217, -0.3101, -1.1189], [2.0209, 0.6721, -0.1770], [1.0666, 0.4183, 0.8688], [-1.1997, 0.2581, 2.0590], [-2.7085, -0.6068, 1.4775], [-2.5862, 0.7287, -0.6874], [-1.0831, 1.5649, -0.0459], [-1.4226, -1.4887, -0.4914], [0.8366, -1.6356, 0.5799], [1.9373, -1.0896, -1.5719], [0.7124, 0.1734, -1.8876], [3.0330, 0.3706, 0.1301], [2.0308, 1.7266, -0.4736]], "charge": 0, "largest_force_ha_per_bohr": 0.0068, "relative_energy_kcal_mol": 33.7, "multiplicity": 1, "smiles": "C1C[C@H](C2CC2)O1"}


Record 5
{"formula": "H21O11", "method": "wB97M-V/def2-TZVPD", "species": ["O", "H", "O", "H", "H", "O", "H", "H", "O", "H", "H", "O", "H", "H", "O", "H", "H", "O", "H", "H", "O", "H", "H", "O", "H", "H", "O", "H", "H", "O", "H", "H"], "coordinates": [[0.4355, 0.0655, 0.1355], [-0.4994, 0.0607, -0.1265], [3.0794, 0.7222, 0.3115], [2.1366, 0.6280, 0.2339], [3.4132, 0.2279, -0.4035], [-2.0538, 1.6130, -1.7289], [-2.1984, 0.8857, -1.1474], [-1.2177, 2.0560, -1.5774], [-0.5416, -0.6995, 2.3738], [-0.0722, -0.5043, 1.5324], [0.0005, -0.2413, 3.0051], [0.5353, 2.2417, -1.1661], [1.3137, 2.1848, -1.7043], [0.4314, 1.3932, -0.7190], [1.3587, -0.5058, -2.2303], [1.8532, -1.3299, -2.1690], [1.0411, -0.3203, -1.3532], [-2.1067, 1.3643, 1.8231], [-1.5325, 0.6629, 2.1101], [-2.0185, 2.0401, 2.5508], [-0.8481, -2.1751, -2.0874], [-0.1409, -1.6191, -2.3774], [-0.4028, -2.9749, -1.8157], [1.1346, -2.5301, 0.0585], [0.6722, -3.1095, 0.7062], [0.9118, -1.5924, 0.1866], [1.0069, 1.6473, 2.3317], [0.8927, 1.2825, 1.4646], [0.2752, 2.2379, 2.1912], [-2.4494, -0.8428, -0.2295], [-1.8193, -1.4439, -0.7166], [-2.5907, -1.4248, 0.5373]], "charge": -1, "largest_force_ha_per_bohr": 0.0572, "relative_energy_kcal_mol": 15.2, "multiplicity": 1}